[1]
# C7H12BrNSi

The molecule C7H12BrNSi in a non-equilibrium geometry (ωB97M-V with the def2-TZVPD basis set, the OMol25 dataset).

Structure (XYZ):
```
22
Properties=species:S:1:pos:R:3:forces:R:3:nbo_charge:R:1
C -2.603 -1.004 0.909 -3.32 1.29 3.56 -0.11
C -3.122 -0.432 2.084 0.88 -1.33 -1.40 -0.39
C -1.554 -0.524 0.138 2.57 2.00 -4.20 0.09
C -2.729 0.589 3.004 0.68 0.17 -0.18 -0.04
C 0.926 0.831 -2.289 0.65 3.75 4.04 -1.09
C 1.950 -1.589 -0.941 0.29 1.41 1.05 -1.09
C 1.867 1.255 0.693 -1.26 0.18 1.52 -1.13
N -0.309 -0.571 0.250 -0.09 -0.11 1.69 -0.80
Si 1.063 0.095 -0.557 0.89 -1.33 -0.76 1.73
Br -1.772 2.021 2.221 -0.27 -0.21 0.04 0.06
H -3.330 -1.644 0.445 0.14 -0.79 -0.23 0.23
H -3.951 -0.992 2.511 -0.28 0.06 -0.23 0.23
H -1.832 -0.017 -0.857 -0.99 -0.57 1.11 0.16
H 0.133 0.380 -2.697 -3.33 -1.35 -1.92 0.22
H 0.805 1.957 -2.150 -0.21 -1.36 -0.62 0.23
H 1.746 0.668 -2.885 2.16 -0.48 -1.21 0.24
H 1.858 -1.900 -1.983 -0.52 -0.18 0.20 0.23
H 3.017 -1.315 -0.860 -0.09 -0.62 0.36 0.22
H 1.597 -2.311 -0.164 0.68 0.27 -0.90 0.24
H 1.341 1.529 1.664 -0.14 -0.75 -1.28 0.26
H 2.713 0.749 1.084 1.21 -0.56 0.22 0.24
H 2.187 2.224 0.378 0.34 0.52 -0.88 0.24
```
Forces are in eV/Å.

Output
Spin multiplicity: 1
HOMO-LUMO gap (alpha / beta) (eV): 7.06 / 6.85
M (g/mol): 218.17
HOMO energy (alpha / beta) (eV): -8.76 / -8.52
Energy relative to the best compared isomer or geometry (same formula, charge and spin) (kJ/mol): 453.2
Total energy (eV): -86859.2683



[2]
# C15H27ClN2O3

The molecule C15H27ClN2O3 in a non-equilibrium geometry (ωB97M-V with the def2-TZVPD basis set, the OMol25 dataset).

Structure (XYZ):
```
48
Properties=species:S:1:pos:R:3:forces:R:3:nbo_charge:R:1
C 0.577 -3.860 0.566 -0.21 0.30 0.54 -0.43
C 0.439 -2.740 1.317 0.20 -0.33 -0.39 -0.17
C -0.556 -1.646 0.995 -0.91 -1.03 1.22 -0.46
C -0.277 -0.256 1.595 0.20 0.95 -0.39 -0.11
C -1.530 0.639 1.354 -0.30 -0.37 -0.08 -0.05
O -2.420 0.171 0.367 0.10 0.31 -0.09 -0.55
C -2.078 0.518 -0.974 -0.17 -0.27 0.12 -0.05
C -3.217 1.272 -1.671 0.32 -0.20 -0.28 -0.43
C -3.540 0.679 -3.047 -0.27 0.17 0.10 -0.60
C 1.108 0.211 1.035 0.33 0.23 0.72 -0.35
C 1.356 1.688 0.655 0.18 -0.06 -0.46 -0.40
C 1.572 1.916 -0.849 0.16 0.30 0.57 -0.40
C 2.708 1.080 -1.450 -0.18 -0.11 -0.43 -0.43
C 2.317 -0.247 -2.132 0.10 0.03 -0.50 -0.21
N 0.950 -0.240 -2.671 -0.02 -0.04 0.09 -0.85
C 2.075 -0.123 2.168 -0.30 -0.44 0.01 0.72
O 3.272 -0.059 2.123 0.56 0.21 -0.06 -0.58
N 1.372 -0.571 3.275 -0.40 0.70 -0.13 -0.67
C -0.009 -0.222 3.124 0.62 -1.16 0.02 0.49
O -0.796 -1.127 3.822 -0.23 0.34 0.25 -0.71
Cl -0.169 1.465 3.848 -0.42 0.04 0.00 -0.12
H 1.564 -4.161 0.229 0.11 -1.03 1.25 0.20
H -0.281 -4.488 0.337 -0.14 0.73 -1.49 0.20
H 1.093 -2.647 2.179 0.95 0.87 -0.81 0.22
H -1.576 -1.979 1.216 -0.03 0.21 0.08 0.25
H -0.509 -1.514 -0.083 -0.08 0.11 0.00 0.24
H -1.272 1.684 1.172 0.12 -0.03 -0.04 0.18
H -2.116 0.619 2.274 -0.03 -0.01 -0.03 0.19
H -1.149 1.087 -0.970 0.00 0.03 -0.09 0.17
H -1.880 -0.409 -1.518 0.08 0.00 0.02 0.18
H -4.114 1.230 -1.054 0.12 -0.01 0.18 0.22
H -2.920 2.317 -1.785 -0.26 0.08 0.07 0.20
H -4.553 0.964 -3.338 0.09 0.09 -0.18 0.21
H -3.522 -0.411 -3.024 0.06 -0.01 0.05 0.20
H -2.849 1.020 -3.819 0.02 -0.06 -0.01 0.20
H 1.472 -0.440 0.241 -0.41 0.09 -0.27 0.26
H 2.275 2.009 1.149 -0.01 -0.01 0.04 0.22
H 0.575 2.358 1.012 -0.08 -0.13 0.09 0.21
H 0.633 1.798 -1.385 0.11 -0.17 -0.18 0.21
H 1.850 2.968 -0.958 -0.06 0.00 -0.02 0.21
H 3.482 0.865 -0.709 -0.08 0.09 0.11 0.23
H 3.195 1.692 -2.214 -0.02 0.01 0.00 0.20
H 3.033 -0.405 -2.949 0.17 -0.11 0.18 0.17
H 2.421 -1.109 -1.472 -0.11 0.08 0.13 0.19
H 0.785 -1.109 -3.167 -0.03 -0.03 0.06 0.36
H 0.862 0.489 -3.372 -0.01 0.04 0.04 0.35
H 1.775 -0.311 4.167 0.15 -0.40 0.04 0.41
H -1.425 -0.665 4.388 0.01 0.00 -0.06 0.50
```
Forces are in eV/Å.

Output
Spin multiplicity: 1
HOMO-LUMO gap (eV): 8.85
M (g/mol): 318.85
SMILES: C=CC[C@]1(COCCC)[C@@H](CCCCN)C(=O)N[C@@]1(O)Cl
HOMO energy (eV): -8.24
Total energy (eV): -37636.0223



[3]
# C3H5N3S

The molecule C3H5N3S in a non-equilibrium geometry (ωB97M-V with the def2-TZVPD basis set, the OMol25 dataset).

Structure (XYZ):
```
12
Properties=species:S:1:pos:R:3:forces:R:3:nbo_charge:R:1
S 2.975 -0.356 -0.271 -0.64 -0.04 0.40 0.20
N 1.634 0.591 0.156 -0.04 0.46 0.14 -0.78
C 0.287 0.180 0.109 0.14 -0.64 -1.30 0.28
C -0.880 0.988 -0.131 1.10 0.68 0.59 -0.37
C -1.912 0.117 -0.164 -0.07 -1.96 -0.90 -0.06
N -1.343 -1.136 -0.077 -1.39 0.40 -0.13 -0.34
N -0.028 -1.124 0.061 1.10 1.59 0.82 -0.29
H 3.107 -1.074 0.876 0.02 0.18 -0.25 0.09
H 1.848 1.568 0.349 -0.38 -0.68 -0.04 0.40
H -0.971 2.054 -0.302 0.26 -0.19 0.22 0.23
H -2.934 0.229 -0.506 0.13 0.06 0.48 0.22
H -1.783 -2.038 -0.100 -0.23 0.16 -0.03 0.40
```
Forces are in eV/Å.

Output
Spin multiplicity: 1
HOMO-LUMO gap (eV): 9.14
M (g/mol): 115.16
SMILES: SNc1cc[nH]n1
HOMO energy (eV): -8.14
Energy relative to the best compared isomer or geometry (same formula, charge and spin) (kJ/mol): 142.0
Total energy (eV): -18496.4262



[4]
# C14H12F3NO3S2

The molecule C14H12F3NO3S2 in a non-equilibrium geometry (ωB97M-V with the def2-TZVPD basis set, the OMol25 dataset).

Structure (XYZ):
```
35
Properties=species:S:1:pos:R:3:forces:R:3:nbo_charge:R:1
C -1.776 3.061 0.484 0.01 -0.13 0.13 -0.42
N -1.919 1.797 1.226 -0.72 -1.52 -0.56 -0.65
C -1.076 1.462 2.386 0.79 -0.04 -0.47 -0.25
C 0.257 0.839 1.999 0.38 -1.13 -0.05 -0.06
C 0.517 -0.531 2.295 0.48 1.07 -0.63 -0.22
C 1.712 -1.131 1.889 -0.24 0.83 -0.03 -0.19
C 2.676 -0.355 1.228 -0.34 0.14 0.26 -0.21
C 2.458 1.002 0.967 -0.67 -0.48 0.24 -0.22
C 1.228 1.584 1.311 0.33 -0.64 0.89 -0.18
S -2.531 0.433 0.392 -2.42 0.18 -0.03 2.27
O -2.707 -0.736 1.250 1.53 1.59 -0.47 -0.91
O -3.786 0.853 -0.226 1.96 0.28 -0.03 -0.92
C -1.334 0.008 -0.912 0.18 -1.67 0.94 -0.36
C -1.005 0.734 -1.997 0.79 -0.68 -0.84 -0.33
S 0.175 -0.100 -3.007 -0.85 0.94 0.49 0.48
C 0.256 -1.434 -1.923 -2.12 1.19 0.10 -0.34
C 1.067 -2.611 -2.132 2.49 -1.34 2.90 0.44
O 1.737 -3.027 -1.179 -1.37 0.16 -2.13 -0.45
C 1.196 -3.279 -3.511 0.57 -1.44 -0.24 0.91
F -0.009 -3.311 -4.101 0.66 0.13 -0.19 -0.30
F 1.688 -4.573 -3.503 -0.85 1.95 0.41 -0.31
F 2.086 -2.554 -4.221 -0.69 -0.09 -0.12 -0.31
C -0.646 -1.270 -0.888 0.65 0.05 0.34 -0.15
H -2.729 3.422 0.077 0.07 -0.28 0.42 0.23
H -1.369 3.794 1.192 -0.22 -0.15 -0.21 0.22
H -1.094 3.008 -0.367 0.30 -0.18 0.08 0.19
H -1.643 0.772 2.997 -0.04 -0.06 0.20 0.24
H -0.873 2.366 2.966 -0.35 0.10 -0.15 0.22
H -0.192 -1.124 2.845 -0.36 0.01 0.04 0.22
H 1.869 -2.181 2.120 0.18 0.17 -0.13 0.22
H 3.627 -0.793 0.978 0.15 -0.12 -0.15 0.22
H 3.247 1.601 0.528 -0.09 -0.03 -0.05 0.22
H 1.092 2.651 1.236 -0.07 0.17 -0.38 0.20
H -1.440 1.665 -2.276 0.02 0.52 -0.34 0.25
H -0.761 -2.041 -0.121 -0.11 0.48 -0.24 0.26
```
Forces are in eV/Å.

Output
Spin multiplicity: 1
HOMO-LUMO gap (eV): 8.64
M (g/mol): 363.38
SMILES: CN(Cc1ccccc1)S(=O)(=O)c1csc(C(=O)C(F)(F)F)c1
HOMO energy (eV): -9.38
Total energy (eV): -52166.6939



[5]
# C3H4O4

The molecule C3H4O4 in a non-equilibrium geometry (ωB97M-V with the def2-TZVPD basis set, the OMol25 dataset).

Structure (XYZ):
```
11
Properties=species:S:1:pos:R:3:forces:R:3:nbo_charge:R:1
O -0.108 1.315 -2.152 0.38 -1.11 0.87 -0.48
C -0.522 0.688 -1.245 -1.03 3.08 0.31 0.61
O -0.221 1.276 0.279 -0.57 -0.68 -2.11 -0.59
C 0.539 0.197 0.465 0.46 -1.54 0.25 0.51
O 1.875 0.385 0.532 -0.02 0.22 0.06 -0.67
C 0.045 -1.073 0.482 1.02 0.68 0.67 -0.05
O -1.287 -1.343 0.570 -0.86 0.07 0.13 -0.71
H -1.417 0.072 -1.168 0.47 -0.57 0.29 0.20
H 2.055 1.294 0.253 -0.04 -0.09 0.04 0.50
H 0.700 -1.915 0.641 0.18 -0.03 -0.33 0.19
H -1.661 -0.897 1.343 0.01 -0.02 -0.19 0.49
```
Forces are in eV/Å.

Output
Spin multiplicity: 1
HOMO-LUMO gap (alpha / beta) (eV): 9.16 / 9.16
M (g/mol): 104.06
SMILES: O=CO/C(O)=C\O
HOMO energy (alpha / beta) (eV): -8.67 / -8.67
Energy relative to the best compared isomer or geometry (same formula, charge and spin) (kJ/mol): 272.2
Total energy (eV): -11363.1910



[6]
# C8H11NS

The molecule C8H11NS in a non-equilibrium geometry (ωB97M-V with the def2-TZVPD basis set, the OMol25 dataset).

Structure (XYZ):
```
21
Properties=species:S:1:pos:R:3:forces:R:3:nbo_charge:R:1
C 2.232 2.955 1.569 0.80 1.47 0.18 -0.16
C 1.138 1.329 0.591 -0.89 0.46 0.92 0.02
C 0.137 2.295 0.569 -0.04 -2.04 -1.31 -0.34
C 0.763 -0.113 0.156 2.48 0.99 -1.11 -0.38
C -0.489 0.143 -0.586 -2.61 0.54 2.47 0.43
C 0.998 -1.117 1.291 1.06 -0.61 0.11 -0.62
C -1.841 -0.262 0.045 -0.26 -0.46 -0.97 -0.71
C -0.453 0.403 -2.032 -0.88 0.53 -1.86 -0.75
N 2.299 1.725 1.228 0.40 -1.41 -0.61 -0.46
S 0.760 3.762 1.172 -0.26 -0.18 0.05 0.37
H 3.073 3.541 1.983 -0.61 -0.62 -0.08 0.21
H 1.434 -0.453 -0.701 -0.10 0.52 1.10 0.22
H 0.302 -0.974 2.158 0.21 -0.67 -0.96 0.22
H 2.007 -0.797 1.740 -1.29 -0.67 -0.81 0.25
H 1.134 -2.193 0.825 -0.66 1.97 1.44 0.22
H -1.909 -1.437 0.168 0.06 2.19 -0.58 0.24
H -2.624 0.174 -0.664 0.71 -1.09 1.14 0.23
H -2.039 0.153 1.053 0.53 -0.19 -0.58 0.26
H -0.282 1.473 -2.334 0.90 -1.15 0.54 0.28
H -1.401 0.273 -2.596 -0.05 -0.32 1.01 0.23
H 0.181 -0.365 -2.499 0.50 0.74 -0.07 0.24
```
Forces are in eV/Å.

Output
Spin multiplicity: 1
HOMO-LUMO gap (alpha / beta) (eV): 8.00 / 6.56
M (g/mol): 153.25
HOMO energy (alpha / beta) (eV): -8.43 / -7.84
Energy relative to the best compared isomer or geometry (same formula, charge and spin) (kJ/mol): 399.2
Total energy (eV): -20794.8645